# C40H93AlF13N11O5P3S

A molecular structure, C40H93AlF13N11O5P3S in a non-equilibrium geometry (ωB97M-V with the def2-TZVPD basis set, the Open Molecules 2025 dataset).

energy	-5521.22107	Ha
charge	-1

```
167
Properties=species:S:1:pos:R:3:forces:R:3:mulliken_charge:R:1
C -1.759428 1.099510 1.529725 -0.519 0.270 -0.151 -1.0723
N -0.625034 0.559199 2.250079 -0.488 0.268 -0.197 -0.0012
C 0.167431 1.704617 2.804253 0.498 -0.572 0.408 -0.0441
Al 2.162829 1.612779 2.476552 -0.636 0.275 -0.152 -1.0970
C 2.723548 0.639478 0.791328 -0.265 0.197 -0.074 0.4821
C 1.564850 0.191988 -0.142180 0.976 -0.846 0.143 -0.0740
C 1.235412 -1.282527 0.187743 -0.426 1.152 0.138 1.5035
C -0.093951 -1.786376 -0.417092 1.382 -1.098 0.243 -1.6950
C 0.205848 -2.685453 -1.637575 -0.327 1.031 -0.145 0.6350
C 0.368805 -1.821772 -2.913211 0.427 -0.461 0.097 -0.9284
C 1.755765 -2.012817 -3.563048 -0.946 -0.081 -1.419 2.0068
C 1.713968 -1.847813 -5.123705 0.352 0.381 1.536 -0.4093
C 2.956208 -1.056963 -5.532569 -1.039 -0.614 -0.692 -0.8645
O 4.113659 -1.716036 -5.050306 -0.011 0.379 0.010 -0.3392
C 4.961027 -0.908327 -4.266397 0.362 -0.323 0.206 -0.3796
C 2.834956 3.552460 2.547135 0.467 -0.488 0.046 -1.2197
C 3.034596 4.213001 1.173125 -0.156 -0.302 0.178 -1.3288
C 1.784530 4.819186 0.544772 1.446 -1.335 0.198 1.0882
F 0.863564 3.829478 0.449927 -0.576 0.565 -0.097 -0.0935
F 2.111178 5.161743 -0.739816 -0.436 0.558 0.051 -0.3798
C 1.220137 6.021732 1.365900 0.358 -0.524 0.601 0.6056
F 2.254884 6.535863 2.084457 -0.072 0.288 -0.364 -0.3542
F 0.359688 5.548579 2.291073 -0.382 0.273 -0.518 -0.1539
C 0.660503 7.248477 0.599401 1.166 0.409 0.056 0.3823
F 1.697047 7.699589 -0.163728 -0.237 -0.286 -0.172 -0.2923
F 0.457511 8.247998 1.484462 -0.768 -0.402 -0.037 -0.2979
C -0.522597 7.137525 -0.399429 -0.332 0.718 -1.083 0.5280
F -0.683796 8.390230 -0.890551 0.089 -0.250 0.455 -0.2960
F -0.202800 6.397427 -1.470810 0.145 -0.310 0.949 -0.2210
S -2.234914 6.564568 0.219578 -1.569 0.242 -0.783 1.4460
F -1.957301 7.025190 1.699755 0.581 -0.293 0.092 -0.3043
F -1.746598 5.097065 0.464475 0.644 0.201 0.427 -0.2331
F -2.620839 6.148121 -1.270019 0.078 0.128 -0.021 -0.3388
F -2.849800 8.005601 -0.079281 0.080 0.058 0.134 -0.3475
F -3.687032 6.124052 0.677044 0.076 -0.180 0.065 -0.3241
C 2.951891 0.561306 4.077912 -0.053 -0.357 -0.045 -0.6407
C 1.965901 -0.411880 4.546563 0.121 0.379 0.423 0.2270
O 1.134624 -0.168105 5.420588 -0.047 -0.140 -0.465 -0.7710
N 1.994077 -1.693133 3.907497 -0.146 0.209 1.329 0.7744
C 3.247394 -2.413305 4.196274 0.002 0.399 -1.085 -0.9198
C 0.842132 -2.495288 4.290910 0.010 -0.476 -0.754 -1.0820
H -2.518990 0.343543 1.310792 0.149 -0.161 -0.086 0.4074
H -1.458230 1.564344 0.585964 0.144 -0.099 -0.061 0.2718
H -2.255075 1.890680 2.115257 -0.127 0.008 -0.035 0.1842
H -1.054375 0.046756 3.011161 0.323 -0.005 0.243 0.1603
H 0.039071 1.662262 3.896255 0.085 0.230 0.032 0.2239
H -0.278314 2.657611 2.498741 -0.049 -0.010 -0.091 0.1012
H 3.220828 -0.283318 1.119026 0.156 0.063 0.015 -1.1369
H 3.468038 1.169435 0.181849 0.094 0.126 0.176 0.5622
H 1.950347 0.212341 -1.169657 -0.387 0.236 -0.200 0.2438
H 0.673278 0.810423 -0.058350 -0.042 0.070 -0.023 -0.1196
H 1.209458 -1.320320 1.277779 -0.162 -0.187 0.044 -0.3919
H 2.089903 -1.883243 -0.131309 -0.105 -0.183 -0.074 -0.2720
H -0.698429 -0.923410 -0.686183 -0.360 -0.131 0.050 0.3960
H -0.575598 -2.401490 0.344095 -0.356 0.218 0.025 0.5072
H 1.151752 -3.203964 -1.491785 -0.106 -0.071 0.387 -0.9859
H -0.559051 -3.459006 -1.739361 -0.104 0.071 -0.252 0.4663
H -0.442882 -2.005358 -3.620560 0.086 -0.122 -0.130 0.3662
H 0.305993 -0.763993 -2.656525 -0.212 0.042 0.096 0.4188
H 2.145018 -3.011760 -3.378164 0.203 0.178 0.426 -1.2802
H 2.423671 -1.236473 -3.197408 0.225 -0.285 0.451 -0.2668
H 1.678912 -2.831491 -5.589705 -0.033 0.031 -0.222 0.3602
H 0.795946 -1.296811 -5.332482 0.087 0.052 -0.527 0.1238
H 2.842310 -0.048481 -5.130444 0.286 0.087 0.057 0.4093
H 2.975163 -1.000344 -6.627330 0.356 0.193 -0.021 0.4184
H 5.739728 -0.415485 -4.858776 -0.102 0.092 -0.132 0.3095
H 4.420609 -0.158514 -3.686193 -0.112 0.041 -0.057 0.3170
H 5.459431 -1.568394 -3.555154 0.047 0.000 0.016 -0.1161
H 3.838793 3.463794 2.984301 0.007 0.106 0.065 0.3477
H 2.264139 4.157291 3.254126 -0.029 0.136 -0.066 0.6885
H 3.863904 4.920941 1.127575 -0.204 0.315 0.043 0.3754
H 3.294571 3.416762 0.471359 -0.033 0.066 -0.211 0.4252
H 3.206309 1.247863 4.882900 0.100 0.052 -0.009 0.5729
H 3.819884 0.058602 3.649004 0.145 0.217 0.013 0.2490
H 3.974459 -1.751527 4.659298 -0.003 -0.044 0.179 0.4858
H 3.664973 -2.711268 3.230912 0.177 -0.423 0.346 0.0332
H 3.066449 -3.275952 4.837997 0.033 -0.059 0.005 0.3394
H -0.063388 -1.969111 4.006345 -0.114 0.048 0.252 0.1361
H 0.868193 -3.417921 3.704816 0.036 -0.004 -0.076 0.3371
H 0.832520 -2.788706 5.345698 -0.082 0.286 0.110 0.3585
O 2.333134 -4.776585 0.024896 0.777 -2.081 2.631 -0.9088
P 3.673364 -5.305665 -0.393397 0.504 3.200 -5.594 0.9472
N 4.578054 -3.842631 -0.441071 -0.068 -0.071 0.458 0.6962
C 5.782278 -3.587238 -1.202551 0.382 -0.276 -0.083 -0.9152
C 4.571912 -3.060415 0.794208 -0.363 0.019 0.227 -1.4812
N 3.252905 -5.824052 -1.984128 -0.186 -0.183 0.053 0.2532
C 3.965651 -5.406903 -3.174813 0.462 -0.182 -0.032 -1.2183
C 1.830289 -5.964675 -2.274902 -0.208 0.163 0.116 -1.0220
N 5.065083 -6.364388 -0.396241 -1.420 -1.056 2.359 -0.0706
C 4.750347 -7.792779 -0.639792 0.016 -0.148 -0.377 -1.0849
C 5.786410 -6.333270 0.899890 0.337 0.501 -0.018 -1.1491
H 6.685307 -4.055771 -0.780477 -0.013 -0.008 -0.003 0.2241
H 5.964601 -2.510556 -1.230460 -0.112 0.020 0.167 0.3289
H 5.698138 -3.889406 -2.241027 -0.061 -0.182 0.071 0.2061
H 5.249202 -3.479971 1.553881 0.078 0.124 -0.020 0.3611
H 3.574961 -3.014344 1.229116 -0.055 -0.137 -0.160 0.0789
H 4.870811 -2.027920 0.607528 0.024 -0.044 -0.155 0.4381
H 3.814746 -4.343380 -3.400491 0.107 -0.053 -0.073 0.1383
H 3.624551 -5.983496 -4.039406 -0.167 0.003 0.069 0.4704
H 5.032999 -5.620193 -3.095217 0.015 0.117 0.119 0.3886
H 1.353515 -5.000753 -2.486724 -0.065 -0.162 0.003 0.2469
H 1.304770 -6.430008 -1.445045 -0.010 0.125 0.061 0.3346
H 1.692322 -6.614776 -3.144038 0.192 0.015 -0.049 0.4184
H 4.025040 -8.183462 0.080415 0.064 -0.092 0.039 0.3431
H 5.664149 -8.385420 -0.565931 0.066 0.139 0.165 0.4229
H 4.358938 -7.950259 -1.639418 -0.121 0.223 0.004 0.3103
H 5.137234 -6.591588 1.741641 0.069 -0.122 0.039 0.3962
H 6.212446 -5.349326 1.092568 -0.148 0.081 -0.094 0.2605
H 6.623776 -7.030216 0.881521 -0.067 -0.079 -0.103 0.4132
O -3.403596 2.188829 4.986451 3.393 -1.378 0.874 -0.9190
P -3.264102 2.694384 6.399198 -6.536 2.888 -0.402 1.2287
N -4.632995 1.845044 7.051190 0.264 -0.369 0.233 0.0173
C -5.446419 2.234068 8.183063 0.214 0.105 0.462 -0.7926
C -4.570524 0.391796 6.936283 0.139 -0.153 -0.405 -1.0642
N -3.711488 4.327240 6.043475 0.304 0.356 -0.114 0.3054
C -4.830129 5.000577 6.661632 0.208 0.149 0.442 -1.2526
C -3.563621 4.749385 4.653896 0.033 -0.163 -0.146 -0.9593
N -2.645539 3.192601 7.953602 2.564 -1.296 -1.159 -0.1160
C -1.586454 4.231768 7.887418 -0.037 0.449 -0.002 -1.0352
C -2.032733 2.060740 8.696611 -0.421 -0.375 0.253 -1.0846
H -4.962258 2.072195 9.159427 -0.015 0.015 0.007 0.2509
H -6.366843 1.643987 8.182723 0.088 -0.129 -0.100 0.3866
H -5.770798 3.267408 8.134993 0.201 0.036 -0.015 0.1820
H -3.905562 -0.064439 7.684237 -0.124 -0.068 0.053 0.2829
H -4.210607 0.095756 5.951860 0.088 0.140 -0.002 0.2379
H -5.562802 -0.048639 7.055007 -0.048 0.123 0.064 0.4077
H -5.796131 4.586023 6.341148 -0.043 0.035 0.054 0.3249
H -4.820552 6.063437 6.402477 0.047 -0.044 -0.162 0.3992
H -4.759466 4.974234 7.750434 -0.042 -0.163 -0.008 0.3461
H -4.387603 4.393900 4.023283 0.061 -0.004 -0.075 0.2806
H -2.627049 4.388254 4.236268 -0.085 -0.123 -0.061 0.1531
H -3.532545 5.841552 4.593211 -0.084 0.014 0.209 0.3309
H -0.743663 3.920474 7.264897 0.078 0.008 0.091 0.3397
H -1.216443 4.438047 8.893280 -0.038 -0.232 0.048 0.4138
H -1.971076 5.169384 7.499850 -0.160 -0.127 -0.155 0.2914
H -1.235873 1.575498 8.127384 0.110 0.049 0.093 0.3791
H -2.775707 1.304650 8.949963 -0.106 0.050 -0.158 0.2452
H -1.620017 2.411917 9.641675 0.005 0.142 -0.059 0.4055
O -2.132955 -0.924796 -5.935411 0.288 3.306 -0.570 -0.5183
P -3.391474 -0.669974 -6.708339 -2.394 -6.054 0.013 0.4982
N -4.561593 -1.144022 -5.534150 0.170 0.459 0.165 0.0884
C -5.919926 -1.580594 -5.780490 -0.344 0.222 -0.291 -0.7435
C -4.463117 -0.456511 -4.246922 0.453 0.051 0.193 -1.0323
N -3.215012 -1.909100 -7.896726 0.297 0.031 -0.176 0.2383
C -4.224299 -2.910123 -8.167628 -0.363 0.246 -0.282 -1.1920
C -1.883601 -2.486085 -8.045954 0.165 0.029 0.220 -1.0215
N -4.512151 0.190354 -7.734556 2.075 2.056 0.378 -0.0226
C -3.972614 0.547299 -9.069645 -0.043 -0.246 -0.325 -1.0576
C -4.947648 1.473327 -7.127516 -0.426 -0.136 0.414 -1.0561
H -6.609836 -0.764540 -6.045391 0.012 -0.007 -0.008 0.2590
H -6.313720 -2.049896 -4.876177 0.129 0.096 0.100 0.3814
H -5.986933 -2.342183 -6.548898 0.096 0.138 -0.106 0.1855
H -4.878516 0.560816 -4.278807 -0.102 -0.065 0.087 0.2643
H -3.425669 -0.379548 -3.924625 0.033 -0.008 -0.141 0.2124
H -4.991560 -1.011621 -3.471016 -0.070 -0.080 -0.104 0.4096
H -4.340553 -3.619904 -7.338300 -0.060 -0.025 -0.027 0.3139
H -3.957955 -3.481210 -9.061494 0.171 0.013 0.054 0.4205
H -5.186912 -2.452582 -8.400641 -0.009 0.043 0.162 0.3189
H -1.665120 -3.228815 -7.269333 0.089 0.014 -0.012 0.3137
H -1.116339 -1.717490 -8.007796 -0.008 -0.015 0.136 0.3356
H -1.797489 -2.973167 -9.021437 -0.187 -0.004 -0.010 0.3264
H -3.053498 1.136030 -8.998360 -0.040 0.095 -0.064 0.3514
H -4.714414 1.129925 -9.618401 -0.058 0.090 0.199 0.4146
H -3.768500 -0.335408 -9.666646 0.071 -0.131 0.203 0.2892
H -4.103530 2.125814 -6.888240 -0.035 0.104 -0.096 0.3716
H -5.514776 1.306423 -6.212440 0.103 -0.157 0.032 0.2352
H -5.613823 2.003681 -7.806804 0.059 -0.075 -0.114 0.4007
```
Positions in Å, forces in eV/Å.